Formula: C9H18NO2S
Source: OMol25
Level of theory: ωB97M-V/def2-TZVPD

As for the HOMO energy: -13.4 eV. Its charge is +1. The value obtained for the gap between HOMO and LUMO is 0.3588 Eh. Its strongest force on any atom is 4.18 eV/Å. Its energy is -26034.512 eV.

```
31
Properties=species:S:1:pos:R:3:nbo_charge:R:1
C 1.61968 -0.58114 1.87450 -0.3790
C 0.56987 -1.72517 1.91488 -0.5011
C 1.66870 -0.02077 0.48673 -0.5291
C -0.45232 1.42939 0.87473 -0.7508
C -0.63291 -1.30898 1.17827 -0.3751
C 0.29623 0.33741 0.09422 0.3163
C -0.03404 -1.00453 -1.92873 -0.4186
C 0.57269 1.25736 -2.22948 -0.4051
C -1.62897 0.70076 -1.47438 -0.4279
N -0.16076 0.28585 -1.39639 -0.2806
O -2.82631 0.05400 1.04850 -0.9219
O -1.44374 0.36809 3.16724 -0.8847
S -1.55933 0.15596 1.75579 2.1376
H 1.27190 0.13634 2.56305 0.2206
H 2.57729 -0.97780 2.22109 0.2507
H 1.00802 -2.66590 1.62234 0.2459
H 0.20993 -1.78915 2.98287 0.2811
H 2.13351 0.94093 0.53725 0.2409
H 2.21836 -0.48844 -0.22093 0.2365
H 0.15580 1.78421 1.62031 0.2549
H -0.90684 2.36007 0.51849 0.2781
H -1.28882 -2.00432 0.61390 0.2601
H -0.52414 -1.11896 -2.85941 0.2412
H 1.04767 -1.26012 -2.04467 0.2283
H -0.43320 -1.77645 -1.26949 0.2404
H 1.64351 1.03659 -2.10106 0.2238
H 0.32232 1.17821 -3.36127 0.2544
H 0.43456 2.19008 -1.86958 0.2199
H -1.79738 1.67937 -1.00493 0.2320
H -1.86530 0.84415 -2.49169 0.2307
H -2.19599 -0.01702 -0.82213 0.2805
```



Formula: C9H18NSSi
Source: OMol25
Level of theory: ωB97M-V/def2-TZVPD

As for the HOMO energy (alpha / beta): -8.1 / -12.2 eV. Its charge is +1. The value obtained for the gap between HOMO and LUMO (alpha / beta) is 0.1997 / 0.2366 Eh. Its strongest force on any atom is 9.21 eV/Å. Its energy is -29815.747 eV. As for the spin multiplicity: 3.

```
30
Properties=species:S:1:pos:R:3:mulliken_spin:R:1
C 2.44395 0.23764 1.16111 -0.0687
C 3.72267 -0.09988 1.35372 0.5235
C 2.95103 -0.49388 -0.95155 0.8226
C 2.01536 0.09466 -0.18470 0.3026
C 0.62587 2.99344 -1.09723 -0.0094
C -0.13395 -2.59214 0.96398 0.0089
C -1.98886 -1.93307 -1.54403 0.0097
C -2.20970 -0.00932 0.92665 0.0141
C 0.60128 0.46123 -0.65671 -0.0091
N 0.09716 1.79337 -0.24281 0.0548
Si -1.03026 -1.30559 -0.11491 0.0906
S 4.40484 -0.84545 -0.08139 0.1948
H 1.83480 0.63726 2.06624 -0.0067
H 4.29962 -0.09416 2.24196 0.0178
H 3.01763 -0.40444 -2.05430 0.0178
H 0.39746 3.81330 -0.52298 -0.0047
H 1.60218 2.78861 -1.41637 0.0168
H 0.02372 3.09953 -2.09128 -0.0009
H 0.90712 -2.05057 1.21799 0.0066
H -0.79229 -2.96815 1.75058 0.0013
H 0.02447 -3.45986 0.35326 0.0018
H -2.90956 -2.40363 -1.20550 0.0045
H -2.37267 -1.27456 -2.28097 0.0016
H -1.26750 -2.68598 -2.09332 0.0003
H -3.10244 -0.39794 1.43838 0.0044
H -1.57011 0.59984 1.57385 -0.0005
H -2.67254 0.60557 0.17909 -0.0005
H 0.62992 0.34703 -1.77136 0.0260
H -0.88348 1.58569 -0.31981 -0.0112
H 0.46910 1.90866 0.67668 -0.0089
```



Formula: C9H18NaO8
Source: OMol25
Level of theory: ωB97M-V/def2-TZVPD

As for the HOMO energy: -2.3 eV. Its charge is -1. The value obtained for the gap between HOMO and LUMO is 0.1546 Eh. Its strongest force on any atom is 2.31 eV/Å. Its energy is -30420.333 eV.

```
36
Properties=species:S:1:pos:R:3:nbo_charge:R:1
Na 1.69848 -0.55416 0.04454 0.9282
C 4.02053 1.64107 -2.00399 -0.1952
O 3.21103 0.86913 -1.22026 -1.0286
H 3.50686 2.18441 -2.83074 0.0730
H 4.59196 2.41510 -1.45115 0.0833
H 4.73445 0.97360 -2.53122 0.1022
C 3.83391 -3.68822 0.82609 -0.2190
O 3.35497 -2.49938 0.28809 -1.0164
H 4.06949 -3.57018 1.89900 0.0923
H 3.25169 -4.61670 0.66412 0.0805
H 4.78315 -3.86447 0.28016 0.1023
C -3.60506 -1.34329 -3.27084 -0.6367
C -3.77587 -0.21021 -2.28526 0.0607
C -4.18980 -0.61908 -0.85864 -0.0978
O -2.98044 -0.60453 -0.10278 -0.4853
C -1.96121 -0.18888 -0.84525 0.9772
O -0.82406 -0.10975 -0.49194 -0.5908
O -2.42002 0.24880 -2.03302 -0.4936
H -3.19167 -0.94555 -4.19843 0.2358
H -4.58680 -1.66861 -3.64037 0.2090
H -3.04635 -2.19517 -2.89363 0.2297
H -4.24661 0.67837 -2.70195 0.2043
H -4.51162 -1.66022 -0.88051 0.1950
H -4.89201 0.07491 -0.40304 0.1967
C -0.54051 0.23611 4.25025 -0.2644
O -0.18990 1.50541 3.76564 -0.5067
C 0.39950 1.58248 2.57590 0.9936
O 0.82766 0.67118 1.95890 -0.6497
O 0.37947 2.85294 2.22115 -0.4988
C 0.96143 3.15853 0.95102 -0.2768
H -1.37541 -0.10946 3.61894 0.1754
H -0.95283 0.20725 5.25475 0.1921
H 0.26357 -0.48638 4.09471 0.2100
H 0.96060 4.23958 0.86930 0.1872
H 0.45601 2.62163 0.14729 0.2043
H 1.98538 2.77375 0.93319 0.2271
```